No. 1
Computed, not measured: a cluster of 17 separate species, C28H12Cl67NO7S in total, with ωB97M-V/def2-TZVPD.

Values from the calculation:
LUMO energy: -0.18 eV
Frontier orbital gap: 9.8 eV
Energy above the lowest of the compared OMol25 structures with the same formula, charge and spin: 41.7 kcal per mole
HOMO energy: -10.0 eV
Spin multiplicity: 1
Charge: 0

CARTESIAN COORDINATES (ANGSTROEM)
C1 3.790 3.750 1.697
C2 2.420 3.395 1.075
O1 1.464 3.619 1.708
O2 2.250 2.864 -0.224
C3 2.383 1.479 -0.223
O3 3.072 0.986 0.606
C4 1.659 0.717 -1.348
C5 0.792 -0.480 -0.858
C6 -0.089 -0.173 0.403
C7 -1.295 0.727 0.013
Cl1 -1.269 2.410 0.531
C8 -2.347 0.301 -0.687
C9 -3.506 1.283 -0.976
Cl2 -2.434 -1.360 -1.295
O4 -0.614 -1.359 1.040
S1 0.594 -2.112 1.829
O5 0.251 -3.422 2.294
O6 0.943 -1.300 2.971
C10 2.105 -2.124 0.726
Cl3 2.783 -3.783 0.906
C11 1.619 -1.829 -0.725
O7 2.635 -1.937 -1.745
C12 3.838 -1.592 -1.313
N1 4.852 -1.451 -0.858
H1 3.829 4.850 1.870
H2 4.655 3.352 1.136
H3 3.796 3.268 2.697
H4 2.413 0.454 -2.113
H5 0.975 1.445 -1.838
H6 0.062 -0.691 -1.670
H7 0.452 0.392 1.196
H8 -3.213 2.007 -1.759
H9 -3.805 1.833 -0.060
H10 -4.418 0.754 -1.314
H11 2.777 -1.361 1.157
H12 0.879 -2.630 -0.957
C13 3.411 8.197 2.086
Cl4 4.344 7.703 3.510
Cl5 2.195 6.963 1.722
Cl6 2.608 9.737 2.416
Cl7 4.499 8.380 0.701
C14 -3.512 5.724 1.481
Cl8 -4.303 7.306 1.502
Cl9 -3.832 4.919 -0.065
Cl10 -1.769 5.921 1.661
Cl11 -4.135 4.734 2.809
C15 -8.043 6.394 2.427
Cl12 -7.347 6.552 4.046
Cl13 -7.787 7.896 1.524
Cl14 -7.259 5.048 1.583
Cl15 -9.779 6.076 2.558
C16 3.159 -5.711 -3.102
Cl16 2.779 -6.856 -1.808
Cl17 3.227 -4.079 -2.423
Cl18 4.723 -6.129 -3.827
Cl19 1.894 -5.776 -4.341
C17 -1.365 -4.604 -6.381
Cl20 -3.055 -4.995 -6.730
Cl21 -0.644 -3.790 -7.775
Cl22 -1.285 -3.532 -4.970
Cl23 -0.473 -6.096 -6.040
C18 -6.364 -2.514 0.321
Cl24 -7.957 -1.779 0.079
Cl25 -6.157 -3.861 -0.808
Cl26 -5.103 -1.305 0.028
Cl27 -6.234 -3.110 1.983
C19 1.386 0.043 -8.290
Cl28 0.628 1.642 -8.221
Cl29 1.025 -0.716 -9.847
Cl30 3.141 0.213 -8.112
Cl31 0.755 -0.969 -6.982
C20 2.556 -0.963 -13.547
Cl32 3.263 -0.859 -11.929
Cl33 2.860 0.545 -14.423
Cl34 3.286 -2.315 -14.427
Cl35 0.808 -1.224 -13.410
C21 0.442 -10.401 -6.535
Cl36 0.079 -11.546 -5.236
Cl37 0.504 -8.759 -5.873
Cl38 2.006 -10.803 -7.259
Cl39 -0.822 -10.489 -7.772
C22 5.248 -9.278 0.549
Cl40 6.203 -9.771 1.956
Cl41 4.058 -10.534 0.174
Cl42 4.412 -7.760 0.904
Cl43 6.316 -9.043 -0.847
C23 -10.340 7.261 7.096
Cl44 -9.130 7.672 8.322
Cl45 -11.951 7.263 7.833
Cl46 -10.287 8.456 5.790
Cl47 -9.990 5.655 6.440
C24 10.044 -10.692 2.002
Cl48 9.261 -11.644 3.275
Cl49 11.485 -11.546 1.428
Cl50 8.914 -10.465 0.660
Cl51 10.512 -9.113 2.651
C25 -8.133 2.115 6.527
Cl52 -7.445 2.264 8.151
Cl53 -7.874 3.624 5.637
Cl54 -7.345 0.781 5.670
Cl55 -9.871 1.795 6.648
C26 0.958 11.390 5.844
Cl56 1.620 9.795 5.460
Cl57 0.399 12.169 4.354
Cl58 -0.402 11.212 6.964
Cl59 2.214 12.386 6.596
C27 4.480 8.813 8.217
Cl60 5.188 8.949 9.835
Cl61 4.815 10.290 7.300
Cl62 5.191 7.425 7.377
Cl63 2.730 8.586 8.357
C28 -0.732 -8.267 0.528
Cl64 -1.505 -9.201 1.819
Cl65 0.695 -9.139 -0.057
Cl66 -1.875 -8.046 -0.808
Cl67 -0.241 -6.685 1.154

No. 2
Computed, not measured: a structure of composition C30H42I2N2Ru, with ωB97M-V/def2-TZVPD.

Values from the calculation:
LUMO energy (alpha / beta): -3.07 / -4.35 eV
Expectation value of S²: 0.758
Frontier orbital gap (alpha / beta): 7.8 / 6.5 eV
Energy above the lowest of the compared OMol25 structures with the same formula, charge and spin: 0.0 kcal per mole
HOMO energy (alpha / beta): -10.9 / -10.8 eV
Spin multiplicity: 2
Charge: +1

CARTESIAN COORDINATES (ANGSTROEM)
Ru1 0.871 0.176 0.016
C1 -0.332 1.040 1.556
C2 0.077 -0.238 2.043
C3 -0.566 -1.235 1.178
C4 -1.241 -0.510 0.172
C5 -1.126 0.900 0.381
C6 -1.922 1.976 -0.329
C7 -1.521 3.362 0.173
C8 -1.729 1.901 -1.842
C9 -3.401 1.722 0.003
C10 -0.715 -2.756 1.290
C11 0.589 -3.535 1.082
C12 -1.688 -3.269 0.220
C13 -1.351 -3.083 2.649
C14 0.864 -0.288 3.359
C15 -0.153 -0.177 4.508
C16 1.800 0.931 3.438
C17 1.733 -1.527 3.572
H1 -0.075 1.984 2.004
H2 -1.778 -0.951 -0.652
H3 -0.469 3.569 -0.031
H4 -1.705 3.474 1.244
H5 -2.113 4.118 -0.343
H6 -0.694 2.110 -2.117
H7 -2.369 2.638 -2.330
H8 -2.002 0.918 -2.228
H9 -3.572 1.717 1.081
H10 -3.739 0.767 -0.404
H11 -4.016 2.509 -0.435
H12 0.931 -3.427 0.050
H13 0.406 -4.596 1.259
H14 1.392 -3.219 1.737
H15 -1.297 -3.104 -0.784
H16 -2.672 -2.804 0.300
H17 -1.814 -4.344 0.347
H18 -0.709 -2.847 3.492
H19 -1.576 -4.149 2.692
H20 -2.289 -2.538 2.774
H21 -0.734 0.742 4.427
H22 0.373 -0.163 5.464
H23 -0.847 -1.016 4.518
H24 1.257 1.871 3.539
H25 2.442 1.008 2.556
H26 2.436 0.841 4.319
H27 1.162 -2.444 3.677
H28 2.300 -1.396 4.494
H29 2.445 -1.663 2.757
C18 0.731 -1.152 -2.944
N1 1.161 -0.038 -2.087
C19 1.864 0.914 -2.611
C20 2.230 1.995 -1.781
C21 2.832 3.230 -1.971
C22 2.755 3.895 -0.739
C23 2.115 3.040 0.150
N2 1.796 1.884 -0.469
C24 -0.587 -0.882 -3.636
C25 -1.720 -1.622 -3.328
C26 -2.943 -1.332 -3.921
C27 -3.038 -0.301 -4.841
C28 -1.903 0.425 -5.181
C29 -0.688 0.133 -4.585
H30 0.644 -2.044 -2.321
H31 1.506 -1.348 -3.691
H32 2.165 0.875 -3.655
H33 3.261 3.602 -2.888
H34 3.122 4.883 -0.511
H35 1.899 3.199 1.194
H36 -1.650 -2.444 -2.627
H37 -3.816 -1.919 -3.668
H38 -3.988 -0.072 -5.305
H39 -1.967 1.218 -5.914
H40 0.187 0.709 -4.862
I1 5.404 1.455 0.718
C30 4.704 -0.455 1.254
I2 3.322 -1.292 -0.145
H41 4.201 -0.403 2.210
H42 5.533 -1.152 1.284